Entry 1:
Computed, not measured: 2 unconnected molecules or ions with the total composition C5H10, with ωB97M-V with the def2-TZVPD basis set.

Last column: Mulliken charge in e.
Geometry (Å):
C (-1.7037, 0.3272, 0.7640)  -0.649
C (-1.1652, -0.8759, 0.9447)  0.006
C (-0.5228, -1.6997, -0.1326)  -0.952
H (-1.7137, 0.8019, -0.2162)  0.207
H (-2.1602, 0.8799, 1.5807)  0.249
H (-1.1839, -1.3172, 1.9422)  0.283
H (-1.0743, -2.6349, -0.2899)  0.332
H (0.5039, -1.9722, 0.1401)  0.257
H (-0.4838, -1.1543, -1.0806)  0.258
C (1.3269, 1.5676, -1.1442)  -0.432
C (1.8462, 0.9784, -0.0733)  -0.430
H (1.9415, 1.8847, -1.9834)  0.233
H (0.2590, 1.7603, -1.2224)  0.167
H (1.2168, 0.6674, 0.7577)  0.248
H (2.9132, 0.7868, 0.0129)  0.224

Its structure (SMILES) is C=CC.C=C. The calculation puts the HOMO energy at -9.7 eV. The calculation puts the relative energy (zero: lowest compared OMol25 entry of this formula, charge and spin) at 40.4 kcal per mole.


Entry 2:
Computed, not measured: a single C5H10 molecule at a distorted geometry, with ωB97M-V with the def2-TZVPD basis set.

Last column: Mulliken charge in e.
Geometry (Å):
C (-1.0530, -1.7173, 1.3504)  -1.178
C (-0.4883, -0.5631, 0.6746)  0.359
C (0.3309, -0.5413, -0.3625)  -0.196
C (0.9078, 0.6473, -1.0025)  -0.202
C (0.3102, 2.0250, -0.6604)  -1.105
H (-0.7048, -1.9979, 2.3754)  0.262
H (-0.5759, -2.6443, 0.7232)  0.205
H (-1.9904, -1.7720, 1.4381)  0.366
H (-0.8281, 0.5083, 0.9489)  0.154
H (0.6908, -1.6771, -0.7049)  0.056
H (0.9828, 0.4131, -2.2899)  0.213
H (1.9905, 0.8760, -0.9021)  0.252
H (0.5710, 2.1251, 0.5618)  0.244
H (-0.8718, 2.1095, -0.9349)  0.246
H (0.6903, 2.9560, -1.2132)  0.324

Its structure (SMILES) is C/C=C/CC. The calculation puts the HOMO energy at -9.1 eV. The calculation puts the relative energy (zero: lowest compared OMol25 entry of this formula, charge and spin) at 78.0 kcal per mole.


Entry 3:
Computed, not measured: a molecular structure, C5H10AgClO2Se2, with ωB97M-V with the def2-TZVPD basis set.

Last column: Mulliken charge in e.
Geometry (Å):
Ag (-0.4862, -3.6533, 0.2497)  0.324
O (0.0173, 2.2561, 1.4374)  -0.601
C (0.6621, 1.0115, 1.0980)  -1.651
C (0.0489, 0.3094, -0.1170)  2.508
C (-0.1384, 1.3163, -1.2705)  -0.909
O (0.9138, 2.2777, -1.4070)  -0.576
C (-1.3394, -0.2465, 0.2228)  -1.647
Se (-1.4629, -1.4957, 1.7457)  -0.649
C (1.0450, -0.7824, -0.5314)  -1.728
Se (0.4294, -2.0609, -1.9069)  -0.641
H (-0.8919, 2.0295, 1.6643)  0.355
H (0.6148, 0.3192, 1.9412)  0.544
H (1.7113, 1.2557, 0.9103)  0.457
H (-1.0956, 1.8442, -1.1511)  0.313
H (-0.1825, 0.7514, -2.2026)  0.395
H (0.9555, 2.7358, -0.5610)  0.348
H (-1.7224, -0.7689, -0.6519)  0.473
H (-2.0253, 0.5806, 0.4438)  0.481
H (1.3331, -1.3606, 0.3457)  0.493
H (1.9372, -0.2963, -0.9340)  0.434
Cl (-0.3239, -6.0227, 0.6746)  -0.725

As for the charge: -2. The calculation puts the HOMO energy at -0.3 eV. The calculation puts the relative energy (zero: lowest compared OMol25 entry of this formula, charge and spin) at 2.1 kcal per mole.